{"formula": "C6H9N", "method": "ωB97M-V/def2-TZVPD", "symbols": ["H", "H", "C", "C", "N", "H", "C", "H", "C", "C", "H", "H", "H", "H", "H", "C"], "positions_angstrom": [[-1.822, -1.291, 1.545], [-1.032, 0.824, -1.642], [-1.281, -0.754, 0.777], [-0.354, 0.383, 1.085], [0.407, 0.568, -0.178], [1.519, -1.204, 0.035], [-0.433, 0.000, -1.260], [2.275, -0.007, -1.042], [1.716, -0.127, -0.109], [-0.579, 1.750, 0.542], [0.186, -0.395, -2.070], [0.306, 0.248, 1.950], [-1.886, -1.753, -1.045], [0.070, 2.452, 1.082], [2.320, 0.227, 0.730], [-1.300, -1.000, -0.531]], "orbital_gap_ev": 8.494, "multiplicity": 1}

{"formula": "C36H77BrO8", "method": "ωB97M-V/def2-TZVPD", "symbols": ["H", "H", "H", "C", "C", "H", "H", "C", "H", "C", "H", "H", "H", "H", "H", "H", "H", "C", "H", "C", "C", "O", "C", "H", "H", "H", "H", "H", "O", "C", "C", "H", "C", "C", "C", "C", "H", "H", "H", "C", "C", "H", "O", "H", "H", "H", "H", "C", "H", "H", "H", "C", "H", "Br", "C", "H", "C", "H", "H", "H", "H", "C", "H", "C", "H", "C", "H", "H", "O", "H", "H", "H", "C", "H", "C", "H", "H", "H", "H", "H", "H", "H", "H", "O", "O", "H", "C", "H", "C", "O", "H", "C", "H", "H", "H", "C", "H", "C", "H", "C", "H", "H", "O", "C", "C", "H", "H", "H", "H", "H", "H", "H", "H", "C", "H", "H", "H", "C", "H", "H", "H", "C"], "positions_angstrom": [[6.765, -3.564, 3.258], [1.983, -2.640, -9.838], [3.404, 2.966, -1.070], [-4.881, 2.783, 0.958], [-1.431, 3.262, 4.242], [-3.071, -4.800, 0.694], [-5.939, 4.659, 1.086], [5.682, -3.664, 3.375], [-0.757, -5.774, 1.972], [2.984, -1.205, 3.169], [-1.754, 2.241, 4.465], [1.458, -4.960, -5.094], [-4.588, 4.504, 2.230], [-3.824, -3.002, 2.999], [2.235, 1.077, -0.937], [-1.443, 3.361, 3.152], [-6.738, 1.021, 2.008], [-4.743, 1.269, 2.839], [-5.648, -0.330, 1.703], [-5.937, 0.419, 2.445], [0.996, -5.345, -4.097], [-0.080, 3.450, 4.647], [0.181, 3.357, 6.042], [-3.011, -5.177, 2.501], [0.569, -3.414, -3.022], [4.835, 3.714, -0.351], [-0.869, 8.739, 1.187], [3.166, -3.111, 4.182], [-3.159, 7.344, 0.797], [0.211, -5.280, -0.726], [2.856, -2.717, 3.210], [0.125, 1.963, 7.689], [-0.172, -4.193, 0.409], [-4.100, -1.678, -0.301], [-3.344, 6.436, -1.483], [-2.574, -4.472, 1.676], [1.179, -1.053, -8.037], [2.198, -4.088, -0.847], [2.607, -0.234, -3.042], [1.373, -4.235, -2.956], [4.121, 2.895, -0.246], [5.390, -3.091, 4.258], [-4.094, 1.887, 1.734], [-6.346, -0.094, 3.320], [0.227, 7.350, 1.016], [-2.449, 4.194, 5.920], [-5.022, 2.022, 3.583], [-1.865, 6.826, 1.082], [-4.459, 8.028, -0.596], [0.264, -6.376, -0.347], [3.959, 0.871, -2.783], [0.965, -2.689, -9.440], [1.801, -2.983, 3.089], [3.080, -3.338, -3.577], [-3.074, -2.965, 2.107], [-6.100, 3.655, 2.531], [-1.655, -4.033, -1.540], [1.403, -6.400, -3.850], [-0.327, 4.166, 6.577], [-4.229, 3.153, 0.160], [2.276, -5.799, -1.614], [-3.437, 7.643, -0.567], [-0.695, 7.939, -0.371], [-0.790, -3.074, -0.573], [0.669, -3.741, -9.436], [3.443, -0.002, -2.377], [5.573, 1.556, 0.568], [3.243, -3.485, -8.214], [-2.724, -3.853, -2.196], [-0.145, -5.316, -4.229], [3.450, -3.501, -6.474], [2.367, -0.749, 3.945], [-0.971, -4.655, 1.734], [0.882, -3.946, 0.850], [-0.170, 2.005, 6.637], [-0.586, -4.048, 2.653], [0.312, -2.140, -10.121], [0.127, -2.564, -1.089], [4.147, -0.838, -2.396], [-0.157, -2.139, -7.707], [-4.184, -1.284, -1.389], [-1.280, -2.174, -0.055], [-2.790, 8.454, -0.916], [3.983, 0.447, -0.018], [-0.985, -5.334, -1.587], [-1.737, 5.849, 0.606], [1.596, -4.859, -1.485], [-3.645, 6.705, -2.500], [-3.869, -2.269, 0.863], [1.637, -2.830, -7.076], [4.017, -0.884, 3.329], [-0.734, 7.766, 0.708], [-3.396, 4.133, 4.429], [5.405, 1.417, -1.172], [-5.696, 2.243, 0.468], [-2.392, 4.279, 4.831], [4.815, -1.695, -7.424], [4.967, -3.183, 2.125], [5.335, -3.755, 1.270], [3.733, -1.566, -7.331], [-2.120, -2.366, 2.385], [-3.995, 5.632, -1.127], [3.558, -3.379, 2.165], [0.885, -2.106, -8.041], [4.841, 1.559, -0.246], [-2.328, 6.039, -1.531], [0.343, 1.202, 6.098], [-1.242, 1.803, 6.584], [3.560, 3.030, 0.682], [-1.833, 6.652, 2.162], [1.253, 3.528, 6.168], [2.672, -0.820, 2.195], [-3.997, 0.626, 3.314], [3.040, -2.916, -7.300], [-2.062, 5.296, 4.603], [3.526, -1.006, -6.414], [5.448, -4.714, 3.573], [-5.408, 3.969, 1.744], [3.397, -0.955, -8.172], [5.198, -2.133, 1.919], [2.393, -0.642, -0.631], [2.943, 0.242, -0.965]], "smiles": "C#CCCC[C@@H]1CC(=O)O[C@H]1C[C@H](C)Br.CCOCC.CCOCC.CCOCC.CCOCC.CCOCC.CCOCC", "orbital_gap_ev": 9.731, "multiplicity": 1}

{"formula": "C14H18BeIN3", "method": "ωB97M-V/def2-TZVPD", "symbols": ["C", "C", "C", "H", "H", "C", "H", "C", "C", "N", "H", "H", "H", "C", "H", "C", "H", "C", "C", "H", "H", "N", "H", "H", "C", "H", "H", "C", "H", "Be", "H", "N", "C", "C", "H", "H", "I"], "positions_angstrom": [[-2.815, -0.305, 3.303], [-0.743, 0.941, 3.294], [-1.537, 0.463, -3.495], [0.751, -1.628, -1.553], [5.132, -0.616, -4.050], [-3.174, -0.245, -1.841], [-3.977, -0.169, 5.113], [-0.569, 0.541, -2.487], [-3.070, 0.136, 4.606], [-1.428, -0.248, 1.265], [0.549, -2.466, 0.037], [-4.180, -0.546, -1.577], [-1.279, 0.691, -4.521], [-1.640, 0.092, 2.631], [-0.319, 2.074, 5.075], [4.644, -0.779, -3.083], [-3.539, -0.943, 2.814], [-2.178, -0.155, -0.871], [-1.009, 1.392, 4.589], [0.134, 1.304, 2.802], [4.883, 1.312, -2.507], [-0.923, 0.234, -1.213], [0.454, 0.811, -2.721], [6.074, 0.227, -1.778], [5.025, 0.314, -2.079], [-3.597, -0.011, -3.941], [3.562, -0.798, -3.256], [-2.843, 0.061, -3.167], [2.049, -1.567, -0.326], [-0.022, 0.033, 0.252], [4.412, 0.250, -1.173], [-2.418, -0.383, 0.508], [0.970, -1.593, -0.478], [-2.171, 0.990, 5.247], [4.941, -1.770, -2.723], [-2.379, 1.351, 6.245], [2.230, 1.006, 1.057]], "orbital_gap_ev": [5.801, 4.942], "multiplicity": 1}

{"formula": "C22H38CoO3P2S", "method": "ωB97M-V/def2-TZVPD", "symbols": ["H", "C", "C", "H", "H", "C", "H", "C", "C", "C", "H", "C", "H", "H", "C", "H", "C", "H", "H", "H", "H", "H", "Co", "H", "H", "C", "C", "H", "C", "H", "H", "C", "C", "H", "C", "H", "H", "P", "H", "H", "C", "O", "H", "O", "H", "H", "C", "H", "C", "H", "H", "C", "H", "P", "H", "C", "H", "H", "H", "H", "H", "H", "C", "C", "H", "O", "S"], "positions_angstrom": [[0.458, 2.955, -5.704], [3.469, 3.174, -2.621], [-3.338, -3.657, -3.941], [3.227, 2.470, -1.807], [1.063, 1.929, -1.071], [-0.927, -0.478, -5.382], [0.296, -2.383, -4.238], [-1.648, 0.522, 5.376], [-2.132, 2.186, -5.004], [2.203, 3.723, -3.175], [-3.055, -0.544, -4.826], [-2.227, -1.246, -5.082], [-2.151, 3.076, -4.355], [0.200, 2.930, 3.874], [-0.359, -3.026, -3.646], [-0.054, 1.388, -2.180], [1.024, 3.138, -2.855], [0.059, 3.490, -3.269], [-0.242, -4.029, -4.102], [3.907, 1.037, -5.304], [-3.317, -4.030, -4.934], [-1.979, -3.608, -0.726], [-1.988, -1.028, -2.165], [-0.502, 1.708, 1.854], [1.277, 1.434, -5.944], [4.260, 2.452, -3.710], [-0.899, 1.411, 2.822], [-1.036, 2.787, 6.993], [-0.432, 2.058, 3.959], [-3.086, 1.654, -4.948], [-1.939, 2.536, -6.038], [1.971, 0.540, -2.502], [-0.226, 2.323, 6.428], [5.219, 2.168, -3.291], [0.985, 1.755, -2.152], [2.244, -0.369, -4.482], [-4.345, -3.276, -3.763], [-2.131, -2.364, -3.575], [-2.867, -0.940, 4.382], [-0.243, 1.756, -6.768], [-2.180, -0.101, 4.251], [-3.281, -0.049, -0.773], [-2.904, -2.196, 0.032], [-0.918, 0.299, -0.160], [-3.195, -4.443, -3.222], [2.718, 0.539, -1.707], [3.531, 1.284, -4.311], [-1.900, 0.202, 6.392], [2.527, 0.517, -3.858], [4.507, 3.095, -4.565], [-0.817, -0.227, -6.449], [-0.765, 1.602, 5.237], [0.025, -2.981, -2.601], [-0.814, 1.032, -4.363], [1.460, -0.409, -2.277], [0.292, 1.882, -5.812], [0.455, 3.112, 6.120], [0.302, 1.663, 7.116], [-2.539, -1.855, -5.948], [4.052, 4.001, -2.206], [-0.002, -0.971, -5.022], [2.231, 4.652, -3.747], [-1.841, 0.351, 2.924], [-2.029, -2.489, -0.590], [-1.084, -2.105, -0.147], [-2.439, -0.193, 1.856], [-2.326, 0.663, 0.134]], "orbital_gap_ev": [7.283, 6.715], "multiplicity": 4}

{"formula": "C5H4N2OS", "method": "ωB97M-V/def2-TZVPD", "symbols": ["C", "N", "H", "C", "O", "S", "C", "C", "H", "H", "H", "N", "C"], "positions_angstrom": [[0.301, -1.597, 0.008], [-0.494, -0.438, 0.150], [-0.060, -2.651, 0.003], [-0.866, 1.718, -0.080], [3.039, 0.869, 0.625], [2.192, 0.333, -0.393], [0.148, 0.763, -0.011], [-2.097, 0.968, -0.002], [-0.929, 2.824, -0.151], [2.166, -2.312, -0.061], [-3.190, 1.242, -0.005], [-1.811, -0.341, 0.038], [1.601, -1.377, -0.120]], "orbital_gap_ev": 9.407, "multiplicity": 1}

{"formula": "C15H19FN2O2", "method": "ωB97M-V/def2-TZVPD", "symbols": ["C", "C", "H", "H", "F", "C", "H", "C", "C", "C", "N", "H", "H", "H", "H", "H", "C", "H", "C", "C", "C", "O", "H", "C", "H", "H", "H", "H", "H", "N", "C", "H", "C", "H", "C", "C", "H", "H", "O"], "positions_angstrom": [[1.793, -2.554, -1.353], [-0.516, -1.846, -1.202], [-3.147, 0.322, 1.326], [2.833, -2.329, -1.525], [2.355, -4.811, -0.938], [2.149, 3.053, 1.081], [2.831, 3.705, 1.621], [0.833, -1.564, -1.438], [-2.635, -0.889, -0.409], [-0.759, 0.820, 1.712], [-1.514, -0.893, -1.331], [-1.038, 2.408, -0.973], [-3.285, 1.196, -0.219], [3.282, 1.454, 0.048], [-0.493, 0.356, -2.647], [0.840, 3.260, 2.829], [1.413, -3.840, -1.026], [0.987, 0.947, 2.886], [-1.230, 0.422, -1.847], [0.821, 2.841, 1.826], [0.088, -4.158, -0.797], [1.580, 0.783, 0.925], [1.975, 3.477, 0.092], [0.681, 1.300, 1.889], [-1.903, -3.428, -0.745], [-3.574, -1.058, -0.951], [0.335, 1.321, -0.628], [-0.188, -5.172, -0.555], [-0.014, 3.286, 1.287], [-1.360, 0.970, 0.514], [-0.867, -3.166, -0.893], [1.158, -0.564, -1.670], [-0.745, 1.376, -0.732], [3.331, 1.385, 1.830], [2.708, 1.628, 0.958], [-2.703, 0.458, 0.340], [-2.160, 0.800, -2.286], [-2.500, -1.687, 0.321], [-1.362, 0.389, 2.679]], "smiles": "O=C([C@@H]1CCCO1)N1CCN(c2ccc(F)cc2)CC1", "orbital_gap_ev": 8.327, "multiplicity": 1}

no.,molar mass (Da)
1,95.14
2,717.91
3,364.23
4,503.49
5,140.17
6,278.33